Record 1
A single C9H19BO2S molecule in a non-equilibrium geometry. Source: the Open Molecules 2025 dataset; level of theory: wB97M-V/def2-TZVPD.

The geometry in ORCA input format:
```
! wB97M-V def2-TZVPD RIJCOSX def2/J DEFGRID3
* xyz 0 1
C 2.53991 3.57152 0.11878
C 1.17505 2.98409 0.51642
C 0.02833 3.78930 -0.10794
O 1.45231 1.57652 0.20879
B 0.47931 0.43465 0.21617
O 0.95149 -0.81865 0.12341
C -0.02247 -1.84953 0.27303
C 0.59166 -3.11486 -0.46533
C 0.03474 -2.14822 1.77408
C -1.32647 -1.35242 -0.35386
C -1.29140 -1.45618 -1.91508
C -2.55935 -1.95562 0.29111
S -1.29893 0.60231 -0.03460
H 3.42331 2.89436 0.46347
H 2.63541 3.59182 -1.04983
H 2.79785 4.64598 0.44434
H 0.97725 3.10671 1.56587
H 0.14502 4.09063 -1.15836
H 0.10174 4.81529 0.32893
H -0.91317 3.43531 0.09202
H 1.55151 -3.17401 -0.11012
H 0.87283 -2.83474 -1.48341
H -0.15004 -3.89711 -0.53229
H -0.31024 -1.29915 2.42790
H 1.12841 -2.23344 1.90522
H -0.48930 -3.05559 2.02642
H -0.47805 -0.79306 -2.32053
H -2.24364 -1.08599 -2.40756
H -1.27024 -2.48354 -2.24199
H -2.32216 -1.92471 1.39750
H -2.81031 -2.80600 -0.17627
H -3.40035 -1.25567 0.18372
*
```

Its relative energy (zero: lowest compared OMol25 entry of this formula, charge and spin) is 7.65 kcal/mol. The largest force on an atom is 5.338 eV Å⁻¹. The value obtained for the HOMO-LUMO gap is 9.83 eV. The HOMO energy comes out at -9.194 eV. Its SMILES is CC(C)OB1OC(C)(C)C(C)(C)S1.

***

Record 2
A molecular structure, C9H19Be3F5N2O5S2 in a non-equilibrium geometry. Source: the Open Molecules 2025 dataset; level of theory: wB97M-V/def2-TZVPD.

The geometry in ORCA input format:
```
! wB97M-V def2-TZVPD RIJCOSX def2/J DEFGRID3
* xyz 2 1
Be -0.83000 -9.26739 8.95523
Be -3.39480 -10.25337 7.06268
Be -3.78823 -10.94733 10.22522
F -2.27087 -10.56170 8.92217
F -1.69567 -9.22333 7.10096
F -4.53753 -9.97137 8.68584
N -2.40611 -11.27680 11.26046
S -2.06482 -10.85183 12.67651
O -0.95986 -9.93212 13.03407
O -2.28449 -11.93394 13.70648
F -3.39599 -9.88732 13.01017
S -0.76841 -11.65312 10.80629
O 0.01035 -12.51057 11.74441
O -0.06492 -10.59352 10.13178
F -1.12888 -12.61833 9.64501
C 2.33384 -10.89709 6.48330
C 1.23610 -11.00879 7.70594
C 1.70554 -12.17796 8.68807
C 2.72158 -11.80945 9.78295
C 2.35476 -10.50546 10.48299
C 2.18761 -9.29888 9.44408
N 1.18337 -9.68683 8.43255
O 0.66977 -8.67660 7.62634
C 1.73422 -8.23700 10.40256
C 3.49471 -8.84310 8.78186
C -0.22102 -11.44663 7.23638
H 3.27147 -10.55982 6.92511
H 2.14092 -9.92573 6.02794
H 2.39071 -11.79428 5.86693
H 0.84368 -12.70854 9.09276
H 2.10486 -12.94107 8.02000
H 3.68259 -11.57655 9.32435
H 2.81888 -12.57381 10.55392
H 3.04047 -10.20151 11.27389
H 1.45554 -10.49529 11.09895
H 2.36866 -8.12794 11.28215
H 1.53199 -7.21030 10.09743
H 0.81301 -8.48154 10.93141
H 3.40323 -8.87078 7.69605
H 3.69333 -7.79926 9.02486
H 4.35048 -9.42576 9.12284
H -0.75703 -10.76177 6.57930
H -0.98289 -11.62017 7.99634
H -0.09771 -12.42967 6.78195
H 1.25761 -8.67873 6.86737
*
```

The largest force on an atom is 15.770 eV Å⁻¹. The value obtained for the HOMO-LUMO gap is 4.78 eV. The HOMO energy comes out at -15.793 eV.

***

Record 3
2 unconnected molecules or ions with the total composition C9H19ClNO in a non-equilibrium geometry. Source: the Open Molecules 2025 dataset; level of theory: wB97M-V/def2-TZVPD.

The geometry in ORCA input format:
```
! wB97M-V def2-TZVPD RIJCOSX def2/J DEFGRID3
* xyz -1 1
Cl 3.35760 1.99022 -1.18663
C -0.50250 2.57188 -0.65783
C -0.75644 1.07077 -0.38660
C -0.55516 0.33765 -1.72739
C -0.22521 -1.17087 -1.63260
C 0.95863 -1.37751 -0.67208
C 0.66805 -0.74700 0.66179
N 0.21140 0.64646 0.62338
O 0.02452 1.21935 1.82861
C -0.26402 -1.81780 1.35096
C 2.04208 -0.88099 1.40144
C -2.18186 0.73152 0.16736
H 0.51519 2.75110 -1.00464
H -0.47214 3.08331 0.30426
H -1.22598 3.02330 -1.33672
H -1.39398 0.67493 -2.33626
H 0.34693 0.89452 -1.98082
H 0.07644 -1.37064 -2.66080
H -1.07936 -1.79803 -1.37725
H 1.88129 -1.03566 -1.14107
H 1.07853 -2.46045 -0.64102
H -0.48983 -1.63385 2.40134
H -1.23827 -1.72378 0.87129
H 0.14832 -2.82648 1.32566
H 2.61594 -1.78180 1.18389
H 2.81443 -0.17199 1.10329
H 1.77405 -0.88702 2.45795
H -2.45388 -0.25936 -0.19633
H -2.87531 1.48185 -0.21243
H -2.27525 0.92310 1.23631
H -0.52419 0.54329 2.23291
*
```

Its relative energy (zero: lowest compared OMol25 entry of this formula, charge and spin) is 41.75 kcal/mol. The largest force on an atom is 4.481 eV Å⁻¹. The value obtained for the HOMO-LUMO gap is 6.64 eV. The HOMO energy comes out at -3.659 eV.

***

Record 4
2 unconnected molecules or ions with the total composition C9H19FN3O2PS in a non-equilibrium geometry. Source: the Open Molecules 2025 dataset; level of theory: wB97M-V/def2-TZVPD.

The geometry in ORCA input format:
```
! wB97M-V def2-TZVPD RIJCOSX def2/J DEFGRID3
* xyz 0 1
C 4.81839 0.34411 -1.00083
C 3.48714 -0.17286 -1.84956
C 2.05909 0.21317 -1.06968
C 0.72096 -0.24722 -1.88911
C 0.92438 -0.25798 -3.54979
N -0.55175 0.47698 -1.53333
P -0.44794 2.24336 -1.71891
N -1.89327 2.91453 -2.11475
S -1.23834 -0.01724 -0.01030
O -2.05404 1.18166 0.57744
O -0.24994 -0.65353 0.99255
F -2.42619 -1.24125 -0.39125
H 4.59826 0.58094 0.12372
H 5.20793 1.33595 -1.53748
H 5.66136 -0.45631 -1.13765
H 3.56913 0.36965 -2.90899
H 3.57188 -1.34831 -2.01138
H 2.14057 1.35373 -0.82774
H 2.13778 -0.34894 -0.01943
H 0.54193 -1.39561 -1.61354
H 1.50785 0.68978 -3.90956
H 1.53822 -1.25481 -3.78409
H -0.12623 -0.41021 -4.04703
H -0.05082 2.82683 -0.45292
H 0.58606 2.59608 -2.69112
H -1.77051 3.43943 -3.03003
C -3.74264 -1.94316 4.98693
C -4.14038 -0.64644 4.58252
C -3.27998 -0.24555 3.58506
N -2.37420 -1.25296 3.37681
C -2.65189 -2.29449 4.22336
H -4.20293 -2.55522 5.75168
H -4.96600 -0.06766 4.97605
H -3.23407 0.66845 3.00810
H -1.61961 -1.23145 2.70319
H -2.05022 -3.19341 4.21109
*
```

The largest force on an atom is 6.658 eV Å⁻¹. The value obtained for the HOMO-LUMO gap is 6.55 eV. The HOMO energy comes out at -7.769 eV. Its SMILES is CCC[C@H](C)N([PH2]=N)S(=O)(=O)F.c1cc[nH]c1.

***

Record 5
A molecular structure, C9H19N in a non-equilibrium geometry. Source: the Open Molecules 2025 dataset; level of theory: wB97M-V/def2-TZVPD.

The geometry in ORCA input format:
```
! wB97M-V def2-TZVPD RIJCOSX def2/J DEFGRID3
* xyz 0 1
C -0.12321 -0.14835 -0.60701
C -2.03339 0.00776 0.00374
C 0.05228 0.75458 -1.81676
C 0.11611 -1.60752 -0.93812
C -2.47010 1.42449 0.30407
C -2.35793 -0.96322 1.11571
C 2.80536 -0.99048 0.99633
N 0.34750 0.30091 0.60009
C 2.17595 0.28377 0.54018
C 2.85168 1.40635 0.31628
H 0.18782 1.30418 0.68958
H -2.45918 -0.32700 -0.94512
H -0.04955 1.80978 -1.55502
H 1.04739 0.61791 -2.24998
H -0.68506 0.50619 -2.58596
H 0.13776 -2.21909 -0.03587
H -0.66266 -1.97618 -1.61308
H 1.07150 -1.73416 -1.45523
H -2.01324 1.80071 1.22462
H -3.55941 1.48049 0.44766
H -2.23144 2.11253 -0.51115
H -3.43672 -0.97278 1.33105
H -2.09149 -1.98939 0.85224
H -1.84021 -0.69580 2.04111
H 3.80914 -0.82669 1.41526
H 2.90760 -1.70860 0.17765
H 2.20440 -1.45318 1.78517
H 3.91277 1.50092 0.55916
H 2.38631 2.30189 -0.08662
*
```

Its relative energy (zero: lowest compared OMol25 entry of this formula, charge and spin) is 64.30 kcal/mol. The largest force on an atom is 6.423 eV Å⁻¹. The value obtained for the HOMO-LUMO gap is 8.80 eV. The HOMO energy comes out at -7.884 eV.

***

Record 6
2 unconnected molecules or ions with the total composition C9H19N2O in a non-equilibrium geometry. Source: the Open Molecules 2025 dataset; level of theory: wB97M-V/def2-TZVPD.

The geometry in ORCA input format:
```
! wB97M-V def2-TZVPD RIJCOSX def2/J DEFGRID3
* xyz 1 1
C -0.68780 -0.69353 -0.92121
C 1.65171 -1.51191 0.04335
C 0.57505 -0.62301 -0.42989
C 1.94143 -0.43542 -0.94981
C 2.08937 -0.59996 -2.43005
C 2.78454 0.67952 -0.45558
C -2.30184 -0.10337 2.31836
C -2.32844 1.99582 1.00444
C -0.19484 0.85076 1.31153
N -1.67042 -1.49283 -0.40945
N -1.50595 0.90933 1.62625
O -1.12594 0.21617 -1.89962
H 2.12336 -1.49654 0.94867
H 1.69098 -2.62984 -0.19185
H 1.71619 -1.55578 -2.82216
H 3.19078 -0.71871 -2.76779
H 1.58524 0.20194 -3.10467
H 2.89051 0.66111 0.55499
H 2.36958 1.65064 -0.77267
H 3.94541 0.65093 -0.91348
H -2.51113 0.34691 3.37230
H -3.16092 -0.58904 1.80863
H -1.54859 -0.92584 2.75891
H -1.86030 2.86536 0.73123
H -2.73216 1.51057 0.08286
H -3.18757 2.04726 1.68886
H 0.22445 1.75637 0.86871
H 0.53665 0.18994 1.76033
H -1.51538 -2.12677 0.34257
H -2.63599 -1.47452 -0.69016
H -0.34797 0.44444 -2.46362
*
```

Its relative energy (zero: lowest compared OMol25 entry of this formula, charge and spin) is 98.80 kcal/mol. The largest force on an atom is 5.070 eV Å⁻¹. The value obtained for the HOMO-LUMO gap (alpha / beta) is 8.21 / 8.20 eV. The HOMO energy (alpha / beta) comes out at -11.790 / -11.789 eV.

***

Record 7
A single C9H19N2O2P molecule in a non-equilibrium geometry. Source: the Open Molecules 2025 dataset; level of theory: wB97M-V/def2-TZVPD.

The geometry in ORCA input format:
```
! wB97M-V def2-TZVPD RIJCOSX def2/J DEFGRID3
* xyz 0 1
C 0.62159 -0.62600 2.31809
C 1.11780 -0.75274 0.88012
C 2.64938 -0.87970 0.62588
N 0.62221 0.33409 -0.10652
P 1.22073 1.94407 -0.11495
O 1.92467 2.13942 1.32902
O 2.70229 1.81644 -0.95704
C -0.84904 0.16473 -0.85634
C -0.97054 -1.24680 -1.20582
C -0.93007 0.99789 -2.20522
C -1.97809 0.72579 0.11120
C -3.37366 0.14585 -0.16873
C -4.18462 0.81683 0.84389
N -4.86794 1.37189 1.55380
H 0.65608 0.47548 2.58576
H -0.41165 -1.07721 2.35742
H 1.18932 -1.28525 2.87202
H 0.73877 -1.69321 0.66825
H 3.25408 -0.03178 0.83078
H 2.75537 -1.22477 -0.49266
H 3.03060 -1.82177 1.19862
H 2.67390 1.54719 1.49661
H 2.70907 2.02246 -1.95340
H -1.13534 -1.88558 -0.41997
H -1.88151 -1.28413 -1.88742
H -0.05897 -1.68286 -1.66689
H -1.89805 0.58079 -2.67720
H 0.00724 0.70936 -2.83844
H -0.95385 2.07017 -1.94416
H -1.71628 0.56420 1.17597
H -1.98607 1.75796 -0.07922
H -3.80831 0.46052 -1.14745
H -3.36955 -0.97196 -0.12264
*
```

Its relative energy (zero: lowest compared OMol25 entry of this formula, charge and spin) is 0.00 kcal/mol. The largest force on an atom is 4.028 eV Å⁻¹. The value obtained for the HOMO-LUMO gap is 9.12 eV. The HOMO energy comes out at -8.655 eV. Its SMILES is CC(C)N(P(O)O)C(C)(C)CCC#N.